(1)
2 unconnected molecules or ions with the total composition C5H10O2, computed with ωB97M-V with the def2-TZVPD basis set.

Properties
ΔE to the lowest compared entry with this formula, charge and spin = 4.609 eV
Lowest unoccupied orbital energy = 0.61 eV
Total energy = -9438.4335 eV

```
! wB97M-V def2-TZVPD RIJCOSX def2/J DEFGRID3
* xyz 0 1
C -2.398 -0.662 -0.428
C -1.405 0.500 -0.632
C -0.110 0.310 0.244
O 0.486 -0.934 -0.049
C 1.162 1.122 -0.048
C 2.993 0.097 0.242
O 2.861 -1.051 0.606
H -3.260 -0.591 -1.107
H -1.898 -1.615 -0.616
H -2.797 -0.683 0.594
H -1.120 0.536 -1.690
H -1.928 1.449 -0.413
H -0.473 0.399 1.295
H 1.429 -1.053 0.371
H 1.451 1.857 0.676
H 1.204 1.407 -1.097
H 4.102 0.362 0.261
*
```

In elementary charge units, the Löwdin charges are:
1 C -0.111
2 C -0.198
3 C -0.424
4 O -0.112
5 C 0.049
6 C -0.025
7 O -0.014
8 H 0.071
9 H 0.068
10 H 0.072
11 H 0.105
12 H 0.109
13 H 0.141
14 H 0.019
15 H 0.055
16 H 0.083
17 H 0.110

(2)
4 unconnected molecules or ions with the total composition C37H76FI2N4, computed with ωB97M-V with the def2-TZVPD basis set.

Properties
Lowest unoccupied orbital energy = -4.69 eV
Total energy = -64460.2485 eV

```
! wB97M-V def2-TZVPD RIJCOSX def2/J DEFGRID3
* xyz 1 1
C -2.455 3.791 1.936
C -3.078 2.295 2.189
C -1.962 1.081 1.933
C -1.377 1.093 0.366
C -1.114 -0.475 -0.024
C -1.460 -0.883 -1.572
C -2.872 -0.292 -2.156
C -4.188 -0.580 -1.209
C -5.470 0.400 -1.485
C -5.172 1.988 -1.917
C -6.409 3.064 -2.245
C -6.182 4.623 -2.700
C -5.201 5.498 -1.720
C -3.591 5.210 -1.926
F -3.200 4.875 -3.317
C -7.929 2.459 -2.114
C -8.113 0.883 -1.662
N -6.936 -0.068 -1.354
C -7.329 -1.459 -0.924
I -8.553 -2.314 -2.584
C -8.274 -1.552 0.409
C -8.079 -0.353 1.504
I -10.433 -1.865 -0.060
H -1.800 3.871 0.970
H -3.321 4.604 1.872
H -1.822 4.082 2.904
H -4.046 2.166 1.540
H -3.434 2.267 3.328
H -1.018 1.198 2.616
H -2.565 0.074 2.132
H -2.197 1.640 -0.264
H -0.389 1.735 0.261
H -1.641 -1.258 0.676
H 0.057 -0.661 0.115
H -1.421 -2.074 -1.624
H -0.607 -0.526 -2.327
H -2.692 0.830 -2.426
H -3.081 -0.861 -3.183
H -4.410 -1.734 -1.322
H -3.901 -0.432 -0.060
H -4.087 2.446 -2.005
H -5.707 4.611 -3.770
H -7.223 5.160 -2.745
H -5.366 6.641 -2.022
H -5.519 5.444 -0.574
H -3.021 6.219 -1.657
H -3.280 4.357 -1.181
H -8.819 3.194 -2.344
H -9.245 0.507 -1.594
H -6.454 -2.218 -0.783
H -7.961 -2.561 0.966
H -7.658 -0.805 2.509
H -9.152 0.086 1.779
H -7.437 0.558 1.155
C 1.362 3.617 3.351
C 2.878 3.470 3.440
N 3.321 2.131 3.833
C 4.737 2.072 4.206
C 5.766 2.373 3.120
C 2.847 1.019 3.003
C 3.175 1.058 1.515
H 0.880 3.310 4.288
H 1.100 4.664 3.172
H 0.941 3.028 2.533
H 3.224 4.193 4.189
H 3.318 3.775 2.486
H 4.960 1.088 4.639
H 4.900 2.779 5.030
H 5.858 1.547 2.412
H 6.752 2.509 3.578
H 5.534 3.289 2.569
H 1.757 0.955 3.108
H 3.210 0.071 3.420
H 2.984 2.036 1.066
H 2.547 0.334 0.984
H 4.211 0.779 1.321
C -4.938 -4.767 -3.351
C -3.422 -4.915 -3.263
N -2.979 -6.253 -2.870
C -1.563 -6.313 -2.497
C -0.534 -6.011 -3.582
C -3.453 -7.365 -3.700
C -3.125 -7.327 -5.188
H -5.420 -5.074 -2.415
H -5.200 -3.720 -3.531
H -5.359 -5.356 -4.169
H -3.076 -4.191 -2.514
H -2.982 -4.609 -4.217
H -1.340 -7.296 -2.064
H -1.400 -5.605 -1.672
H -0.442 -6.837 -4.291
H 0.452 -5.875 -3.124
H -0.766 -5.096 -4.134
H -4.543 -7.430 -3.594
H -3.090 -8.313 -3.283
H -3.316 -6.349 -5.637
H -3.753 -8.050 -5.719
H -2.089 -7.605 -5.382
C 12.166 0.975 -0.077
C 10.821 0.520 0.479
N 10.929 -0.355 1.648
C 9.672 -1.025 1.992
C 8.504 -0.149 2.436
C 11.689 0.170 2.786
C 11.227 1.489 3.396
H 12.814 0.117 -0.296
H 12.016 1.522 -1.013
H 12.691 1.641 0.613
H 10.312 -0.024 -0.327
H 10.211 1.403 0.693
H 9.860 -1.779 2.767
H 9.346 -1.603 1.117
H 8.647 0.231 3.450
H 7.583 -0.743 2.447
H 8.337 0.696 1.761
H 12.733 0.288 2.474
H 11.732 -0.588 3.578
H 11.009 2.249 2.641
H 12.019 1.892 4.036
H 10.347 1.358 4.026
*
```

Atom charges from the Löwdin analysis, given in e for atoms 1 to 99:
1 C -0.154
2 C -0.260
3 C -0.197
4 C -0.199
5 C -0.219
6 C -0.206
7 C -0.206
8 C -0.132
9 C 0.008
10 C 0.102
11 C -0.061
12 C -0.167
13 C -0.170
14 C -0.148
15 F -0.130
16 C 0.051
17 C 0.009
18 N -0.117
19 C -0.662
20 I 0.758
21 C -0.726
22 C -0.170
23 I 0.705
24 H 0.064
25 H 0.078
26 H 0.086
27 H 0.086
28 H 0.117
29 H 0.107
30 H 0.106
31 H 0.082
32 H 0.119
33 H 0.108
34 H 0.120
35 H 0.114
36 H 0.131
37 H 0.096
38 H 0.132
39 H 0.118
40 H 0.131
41 H 0.088
42 H 0.136
43 H 0.125
44 H 0.130
45 H 0.135
46 H 0.143
47 H 0.096
48 H 0.118
49 H 0.087
50 H 0.101
51 H 0.106
52 H 0.097
53 H 0.071
54 H 0.074
55 C -0.102
56 C -0.266
57 N -0.188
58 C -0.246
59 C -0.090
60 C -0.245
61 C -0.086
62 H 0.083
63 H 0.073
64 H 0.042
65 H 0.121
66 H 0.097
67 H 0.113
68 H 0.111
69 H 0.045
70 H 0.073
71 H 0.070
72 H 0.090
73 H 0.117
74 H 0.068
75 H 0.059
76 H 0.057
77 C -0.101
78 C -0.275
79 N -0.190
80 C -0.252
81 C -0.091
82 C -0.246
83 C -0.087
84 H 0.078
85 H 0.050
86 H 0.070
87 H 0.099
88 H 0.098
89 H 0.114
90 H 0.104
91 H 0.058
92 H 0.074
93 H 0.066
94 H 0.102
95 H 0.118
96 H 0.068
97 H 0.077
98 H 0.056
99 C -0.093

(3)
2 unconnected molecules or ions with the total composition C15H33BrNO4S, computed with ωB97M-V with the def2-TZVPD basis set.

Properties
Lowest unoccupied orbital energy = -2.41 eV
Total energy = -106639.8302 eV

```
! wB97M-V def2-TZVPD RIJCOSX def2/J DEFGRID3
* xyz 1 1
O 8.162 3.063 3.562
S 7.113 2.639 2.606
O 6.531 1.215 3.247
C 5.881 0.394 2.264
C 5.148 1.189 1.146
C 4.277 2.284 1.869
C 2.808 2.260 1.351
C 1.848 3.108 2.240
C 0.633 2.303 2.783
Br -0.368 1.421 1.333
C 4.969 3.671 1.708
O 5.914 3.804 2.799
H 5.093 -0.161 2.805
H 6.561 -0.385 1.878
H 4.440 0.543 0.596
H 5.819 1.613 0.387
H 4.222 2.099 2.956
H 2.766 2.597 0.304
H 2.496 1.199 1.372
H 2.354 3.527 3.127
H 1.431 3.900 1.597
H 0.901 1.590 3.571
H -0.055 3.038 3.229
H 5.523 3.753 0.759
H 4.257 4.498 1.825
C -4.153 -1.488 0.537
C -4.164 -2.333 -0.722
N -4.249 -1.536 -2.011
C -5.501 -0.691 -1.965
C -4.460 -2.476 -3.187
C -3.336 -3.448 -3.497
C -3.094 -0.562 -2.216
C -1.677 -1.101 -2.104
O -1.419 -1.575 -0.801
C -0.313 -2.470 -0.760
H -5.107 -0.986 0.699
H -3.988 -2.137 1.396
H -3.362 -0.739 0.538
H -5.036 -2.989 -0.714
H -3.284 -2.964 -0.773
H -6.345 -1.343 -1.750
H -5.624 -0.213 -2.934
H -5.392 0.066 -1.195
H -4.658 -1.852 -4.058
H -5.368 -3.035 -2.957
H -2.568 -2.983 -4.112
H -3.733 -4.271 -4.091
H -2.873 -3.882 -2.612
H -3.231 0.220 -1.470
H -3.245 -0.125 -3.204
H -0.993 -0.267 -2.304
H -1.463 -1.866 -2.849
H 0.478 -2.164 -1.449
H -0.648 -3.482 -1.006
H 0.083 -2.469 0.254
*
```

In elementary charge units, the Löwdin charges are:
1 O -0.390
2 S 1.003
3 O -0.315
4 C -0.240
5 C -0.161
6 C -0.309
7 C -0.201
8 C -0.270
9 C -0.571
10 Br 0.590
11 C -0.207
12 O -0.313
13 H 0.126
14 H 0.123
15 H 0.114
16 H 0.102
17 H 0.143
18 H 0.121
19 H 0.084
20 H 0.121
21 H 0.107
22 H 0.070
23 H 0.059
24 H 0.119
25 H 0.127
26 C -0.046
27 C -0.157
28 N -0.261
29 C 0.015
30 C -0.154
31 C -0.048
32 C -0.057
33 C -0.199
34 O -0.233
35 C -0.067
36 H 0.082
37 H 0.102
38 H 0.073
39 H 0.138
40 H 0.110
41 H 0.119
42 H 0.113
43 H 0.104
44 H 0.134
45 H 0.133
46 H 0.080
47 H 0.098
48 H 0.079
49 H 0.134
50 H 0.147
51 H 0.145
52 H 0.103
53 H 0.098
54 H 0.091
55 H 0.097

(4)
FHO in the gas phase, computed with ωB97M-V with the def2-TZVPD basis set.

Properties
ΔE to the lowest compared entry with this formula, charge and spin = 0.256 eV
Lowest unoccupied orbital energy = 0.54 eV
SMILES = OF
Total energy = -4777.2389 eV

```
! wB97M-V def2-TZVPD RIJCOSX def2/J DEFGRID3
* xyz 0 1
O -0.211 0.489 -0.003
F 0.983 -0.301 -0.008
H -0.772 -0.188 0.011
*
```

In elementary charge units, the Löwdin charges are:
1 O 0.090
2 F -0.104
3 H 0.013

Kohn-Sham gap (eV)
9.724; 4.338; 8.762; 12.638